No. 1
180
Properties=species:S:1:pos:R:3 method="wB97M-V/def2-TZVPD" lumo_energy_ev=-2.497 gap_ev=7.777 spin_multiplicity=1 total_energy_ha=-5261.67088 charge=+1
C -5.1877 -1.9347 -0.6037
C -4.3001 -1.2415 0.0997
C -3.3283 -0.2444 0.8495
C -1.9913 0.2337 0.0019
C -1.4396 -1.0229 -0.7868
C -1.9978 -1.3482 -2.2528
F 0.0367 -1.1020 -0.9255
O -1.1431 0.6445 1.0990
C -0.0982 1.5796 0.8181
C 0.6308 1.7066 2.2891
C 1.1566 0.2646 2.8406
C 2.4897 -0.2800 2.1113
Cl 2.6905 -2.0508 2.6842
C -0.4073 2.9271 0.0220
B 1.0439 3.4137 -0.6539
O 1.1091 4.2930 -1.8402
C 2.5272 3.0507 -0.0918
C 3.7372 3.3111 -1.1327
Si -1.0113 4.4817 0.9478
C -0.6048 6.1827 0.0636
C -0.1721 4.8223 2.6779
C -2.8882 4.5959 1.3498
N -1.2747 2.5046 -1.1860
S -2.0789 3.8566 -1.9439
O -0.4422 1.7485 -1.9591
C -0.5966 1.8452 -3.3872
C 0.3641 0.6757 -4.0381
C 1.7918 0.6627 -3.2897
C 2.9322 -0.2302 -4.0397
C -2.4278 1.5637 -0.7777
O -3.3935 1.4025 -1.8407
C -4.7642 1.6578 -1.4683
C -5.4071 3.0309 -2.0920
C -5.3705 2.9548 -3.7236
C -5.1349 4.4582 -4.2710
H -5.8091 -2.5518 -1.3648
H -3.9129 0.6785 1.2637
H -2.9325 -0.7919 1.8117
H -1.6795 -1.9698 -0.1399
H -1.2534 -2.1114 -2.7333
H -2.0616 -0.4651 -2.9808
H -3.0282 -1.8787 -2.2759
H 0.7226 1.0055 0.2085
H 1.3991 2.5505 2.3569
H -0.2395 2.0053 3.0123
H 0.2995 -0.5256 2.8680
H 1.4256 0.4492 3.9639
H 3.3756 0.3565 2.4711
H 2.3153 -0.2749 0.9755
H 1.6626 5.0821 -1.6268
H 2.6534 1.9845 0.3184
H 2.7191 3.7699 0.8139
H 3.8533 4.4098 -1.4732
H 3.7344 2.6329 -2.0621
H 4.7207 3.0504 -0.5557
H -1.2828 6.3867 -0.8394
H -0.8967 6.9836 0.8657
H 0.5193 6.3263 -0.1246
H -0.5690 4.1274 3.5077
H 0.9686 4.7040 2.4828
H -0.3140 5.9446 2.9662
H -3.1658 3.7209 2.0680
H -3.5854 4.5341 0.4378
H -3.1201 5.5783 1.9178
H -2.7648 3.5644 -3.0999
H -1.6463 1.6488 -3.8117
H -0.1780 2.8247 -3.8693
H -0.1583 -0.3408 -4.1263
H 0.5620 1.0414 -5.1287
H 2.1898 1.7631 -3.3322
H 1.7500 0.3901 -2.1730
H 3.9845 0.1457 -3.6962
H 2.8708 -0.1100 -5.1824
H 2.8291 -1.3145 -3.6722
H -3.0003 2.1907 0.0312
H -5.0202 1.5952 -0.3495
H -5.3964 0.8070 -1.9663
H -6.5370 2.9879 -1.7973
H -4.9348 3.9877 -1.6617
H -4.4547 2.3166 -4.0651
H -6.3651 2.4720 -4.0989
H -4.2639 4.9881 -3.7276
H -6.0914 5.0650 -4.0411
H -4.9239 4.4869 -5.4172
F 1.5655 -4.7078 -3.0304
C 2.3666 -5.0558 -2.0103
C 2.9219 -6.3268 -1.9822
C 3.7566 -6.6860 -0.9271
C 4.0175 -5.7725 0.0938
C 3.4504 -4.5009 0.0578
C 2.6247 -4.1382 -1.0029
H 2.7009 -7.0262 -2.7807
H 4.2018 -7.6738 -0.8993
H 4.6652 -6.0544 0.9191
H 3.6505 -3.7919 0.8549
H 2.1819 -3.1494 -1.0514
F -4.4104 -2.5051 4.4992
C -3.7375 -3.4327 3.8005
C -4.2780 -4.7016 3.6544
C -3.5826 -5.6621 2.9254
C -2.3483 -5.3457 2.3595
C -1.8123 -4.0699 2.5165
C -2.5133 -3.1061 3.2364
H -5.2350 -4.9321 4.1085
H -4.0006 -6.6557 2.7988
H -1.8041 -6.0969 1.7945
H -0.8489 -3.8261 2.0785
H -2.1150 -2.1051 3.3612
F 3.9147 4.5246 3.0128
C 4.7613 3.7960 3.7563
C 4.2554 2.8179 4.5980
C 5.1312 2.0559 5.3662
C 6.5033 2.2895 5.2911
C 7.0002 3.2786 4.4453
C 6.1249 4.0327 3.6689
H 3.1840 2.6565 4.6491
H 4.7459 1.2820 6.0227
H 7.1860 1.6980 5.8939
H 8.0687 3.4620 4.3910
H 6.4945 4.8003 2.9985
F -4.6530 6.6216 0.0949
C -4.5147 7.9216 -0.2143
C -5.1985 8.8747 0.5258
C -5.0512 10.2221 0.2087
C -4.2298 10.6001 -0.8523
C -3.5518 9.6343 -1.5920
C -3.6903 8.2877 -1.2680
H -5.8393 8.5613 1.3423
H -5.5756 10.9766 0.7863
H -4.1189 11.6512 -1.1019
H -2.9159 9.9303 -2.4205
H -3.1631 7.5231 -1.8276
F -2.3384 3.4549 -5.3449
C -1.8817 4.3306 -6.2589
C -0.7203 5.0429 -5.9989
C -0.2448 5.9452 -6.9464
C -0.9425 6.1322 -8.1383
C -2.1105 5.4151 -8.3866
C -2.5801 4.5048 -7.4441
H -0.1953 4.8901 -5.0620
H 0.6673 6.5021 -6.7565
H -0.5734 6.8395 -8.8752
H -2.6547 5.5651 -9.3136
H -3.4825 3.9316 -7.6246
F 6.0991 -8.5470 -0.6244
C 6.7650 -9.4722 -1.3355
C 6.2127 -10.7340 -1.4986
C 6.9002 -11.6910 -2.2396
C 8.1375 -11.3782 -2.8000
C 8.6849 -10.1094 -2.6256
C 7.9925 -9.1488 -1.8940
H 5.2531 -10.9617 -1.0482
H 6.4735 -12.6791 -2.3799
H 8.6754 -12.1267 -3.3744
H 9.6505 -9.8688 -3.0594
H 8.3995 -8.1535 -1.7557
F 9.3837 -4.6491 1.3203
C 8.6407 -5.3779 2.1666
C 7.7365 -6.2995 1.6595
C 6.9683 -7.0602 2.5377
C 7.1064 -6.8818 3.9133
C 8.0141 -5.9498 4.4115
C 8.7897 -5.1975 3.5338
H 7.6370 -6.4183 0.5863
H 6.2633 -7.7898 2.1515
H 6.5042 -7.4720 4.5979
H 8.1172 -5.8095 5.4830
H 9.5072 -4.4742 3.9043
F -7.5467 -6.0307 3.8435
C -8.0772 -5.4851 4.9487
C -7.9375 -4.1222 5.1717
C -8.4923 -3.5555 6.3158
C -9.1711 -4.3593 7.2297
C -9.3011 -5.7266 6.9989
C -8.7563 -6.2921 5.8497
H -7.3989 -3.5135 4.4539
H -8.3954 -2.4895 6.4956
H -9.5997 -3.9171 8.1242
H -9.8267 -6.3517 7.7140
H -8.8560 -7.3530 5.6500

No. 2
150
Properties=species:S:1:pos:R:3 method="wB97M-V/def2-TZVPD" lumo_energy_ev=0.338 gap_ev=7.657 spin_multiplicity=1 total_energy_ha=-5054.22095
Pb -0.0325 0.1179 -0.0921
C 2.5552 0.2168 -3.0191
C 1.8951 -1.0409 -3.4969
C 2.4713 -1.7587 -4.5456
C 1.8881 -2.9343 -4.9686
C 0.7383 -3.3691 -4.3254
C 0.2217 -2.6059 -3.2824
N 0.7776 -1.4564 -2.8816
Sb -1.5387 -3.5005 -2.3845
C -2.9897 -1.8805 -2.1405
C -4.1036 -2.2023 -2.9106
C -5.2322 -1.3988 -2.8518
C -5.1949 -0.2988 -2.0273
C -4.0294 -0.0022 -1.3135
C -4.0328 1.2495 -0.4936
N -2.9402 -0.7899 -1.3574
C -0.6913 -4.1651 -0.4958
C -0.6661 -5.5511 -0.3852
C -0.1267 -6.1134 0.7636
C 0.3788 -5.2756 1.7361
C 0.3451 -3.8925 1.5407
C 0.9302 -2.9689 2.5654
N -0.1997 -3.3552 0.4417
H 3.4818 -0.0323 -2.4982
H 2.8072 0.8702 -3.8535
H 1.9049 0.7447 -2.3297
H 3.3757 -1.3865 -5.0112
H 2.3124 -3.5059 -5.7854
H 0.2415 -4.2837 -4.6246
H -4.0918 -3.0872 -3.5348
H -6.1142 -1.6401 -3.4327
H -6.0505 0.3572 -1.9211
H -4.9159 1.2811 0.1453
H -3.1404 1.3232 0.1141
H -4.0742 2.1209 -1.1525
H -1.0569 -6.1707 -1.1830
H -0.1045 -7.1893 0.8893
H 0.8052 -5.6746 2.6486
H 1.8965 -3.3349 2.9172
H 1.0530 -1.9681 2.1605
H 0.2717 -2.9004 3.4358
C -4.3165 4.5402 -5.5410
C -4.6518 3.2921 -5.0413
C -3.7643 2.6158 -4.2123
C -2.5361 3.1753 -3.8662
C -2.2043 4.4264 -4.3894
C -3.0881 5.1037 -5.2162
P -1.4138 2.1686 -2.7906
C 0.1662 2.6514 -3.6103
C 0.4457 2.0175 -4.8233
C 1.5481 2.3865 -5.5791
C 2.3948 3.3910 -5.1239
C 2.1417 4.0053 -3.9055
C 1.0362 3.6344 -3.1472
C -1.3396 3.1070 -1.2090
C -1.8597 4.3971 -1.0854
C -1.8330 5.0555 0.1360
C -1.2784 4.4231 1.2372
C -0.7787 3.1338 1.1143
C -0.8067 2.4221 -0.0952
H -5.0019 5.0731 -6.1893
H -5.6020 2.8393 -5.2991
H -4.0218 1.6322 -3.8351
H -1.2454 4.8729 -4.1582
H -2.8137 6.0741 -5.6119
H -0.2234 1.2391 -5.1776
H 1.7520 1.8868 -6.5190
H 3.2538 3.6873 -5.7138
H 2.8010 4.7898 -3.5509
H 0.8382 4.1229 -2.1994
H -2.2897 4.8961 -1.9438
H -2.2378 6.0577 0.2184
H -1.2312 4.9317 2.1945
H -0.3368 2.6665 1.9891
O 1.5121 2.1204 3.3292
S 1.3657 0.6818 3.3636
O 2.5277 -0.0556 3.7953
O 0.7973 0.1363 2.1083
C 0.0776 0.3538 4.5648
C 0.4589 0.6004 5.8838
C -0.4376 0.4266 6.9168
C -1.7370 0.0264 6.6294
C -2.1206 -0.2053 5.3229
C -1.2225 -0.0645 4.2545
P -1.8499 -0.4470 2.5428
C -3.5183 0.3522 2.7701
C -3.4962 1.7187 3.0691
C -4.6710 2.4324 3.2340
C -5.8983 1.7933 3.1037
C -5.9335 0.4440 2.7895
C -4.7522 -0.2728 2.6185
C -2.3699 -2.2094 2.7424
C -2.9655 -2.7884 1.6209
C -3.4289 -4.0943 1.6441
C -3.2832 -4.8594 2.7928
C -2.6668 -4.3066 3.9051
C -2.2183 -2.9915 3.8849
H 1.4750 0.9290 6.0662
H -0.1322 0.6046 7.9398
H -2.4549 -0.1068 7.4294
H -3.1433 -0.4971 5.1216
H -2.5411 2.2247 3.1651
H -4.6271 3.4900 3.4659
H -6.8201 2.3427 3.2527
H -6.8850 -0.0637 2.6789
H -4.8088 -1.3242 2.3753
H -3.0572 -2.1933 0.7204
H -3.8899 -4.5189 0.7594
H -3.6517 -5.8777 2.8230
H -2.5348 -4.9017 4.8009
H -1.7504 -2.5858 4.7704
C 14.5551 -0.5229 0.2882
O 13.7963 0.6668 0.4223
C 12.4581 0.5405 0.5966
C 11.7137 1.7142 0.5154
C 10.3394 1.6751 0.6272
C 9.6699 0.4661 0.8256
C 10.4272 -0.6943 0.9518
C 11.8085 -0.6651 0.8450
C 8.2075 0.3644 0.8217
N 7.5393 -0.7587 0.7061
C 6.2178 -0.3930 0.6366
C 6.0840 0.9680 0.7120
N 7.3666 1.4459 0.8300
C 4.8345 1.6451 0.5999
C 4.7030 3.0308 0.7429
C 3.4759 3.5986 0.5633
C 2.3998 2.7690 0.2436
N 2.4768 1.4552 0.1234
C 3.6887 0.8691 0.3072
C 3.8328 -0.5785 0.1500
N 2.7804 -1.2670 -0.3141
C 2.9074 -2.5588 -0.5320
C 4.0629 -3.2860 -0.2263
C 5.1586 -2.5985 0.2264
C 5.0749 -1.2096 0.3729
H 15.5479 -0.2132 -0.0261
H 14.1248 -1.1828 -0.4683
H 14.6336 -1.0598 1.2367
H 12.2356 2.6457 0.3362
H 9.7864 2.6040 0.5435
H 9.9113 -1.6279 1.1326
H 12.3665 -1.5859 0.9472
H 7.6423 2.4048 0.9330
H 5.5670 3.6327 1.0004
H 3.3183 4.6621 0.6760
H 1.4275 3.2039 0.0906
H 2.0528 -3.0482 -0.9790
H 4.0815 -4.3588 -0.3664
H 6.1014 -3.0873 0.4405

No. 3
142
Properties=species:S:1:pos:R:3 method="wB97M-V/def2-TZVPD" lumo_energy_ev="-2.834 / -2.205" gap_ev="6.657 / 7.310" spin_multiplicity=3 relative_energy_kcal_mol=68.2 total_energy_ha=-4900.71224 s2=2.082 charge=+1
V 0.6379 0.5708 0.2838
C -1.8569 -5.6671 -2.3242
C -2.5655 -4.5928 -3.1772
C -3.4172 -5.2785 -4.2420
C -3.3905 -3.7229 -2.2425
C -4.7505 -3.8654 -2.0167
C -5.4027 -3.0574 -1.0970
C -4.7119 -2.0887 -0.3905
C -3.3496 -1.9006 -0.6109
P -2.2616 -0.6992 0.2888
C -3.2024 -0.9653 1.8380
C -2.7961 -2.1017 2.5371
C -3.5608 -2.6048 3.5751
C -4.7430 -1.9716 3.9259
C -5.1467 -0.8351 3.2422
C -4.3826 -0.3308 2.2003
C -2.7876 0.9174 -0.4279
C -4.0326 1.1859 -0.9888
C -4.2972 2.4341 -1.5378
C -3.3240 3.4230 -1.5517
C -2.0670 3.1644 -1.0267
C -1.8174 1.9215 -0.4808
C -2.7232 -2.7419 -1.5166
O -1.3825 -2.5320 -1.6742
C -0.9393 -2.7204 -2.9558
C 0.0643 -1.8723 -3.3637
C 0.5419 -1.9979 -4.6655
C -0.0190 -2.9269 -5.5209
C -1.0415 -3.7600 -5.0850
C -1.5114 -3.6819 -3.7847
P 0.8756 -0.6595 -2.1852
C 2.3838 -1.7057 -2.2886
C 3.5038 -1.5624 -3.0934
C 4.4579 -2.5708 -3.1412
C 4.3081 -3.7224 -2.3863
C 3.1953 -3.8693 -1.5676
C 2.2374 -2.8710 -1.5271
C 0.7066 0.6933 -3.4192
C 1.6296 1.2172 -4.3126
C 1.2470 2.1979 -5.2161
C -0.0606 2.6527 -5.2530
C -1.0036 2.0993 -4.3993
C -0.6199 1.1242 -3.4952
H -2.5994 -6.3018 -1.8374
H -1.2412 -5.2080 -1.5488
H -1.2167 -6.2885 -2.9521
H -4.1590 -5.9304 -3.7821
H -2.7933 -5.9041 -4.8787
H -3.9322 -4.5448 -4.8640
H -5.3114 -4.6217 -2.5482
H -6.4611 -3.1964 -0.9194
H -5.2396 -1.4876 0.3358
H -1.8947 -2.6222 2.2301
H -3.2357 -3.4910 4.1054
H -5.3510 -2.3604 4.7324
H -6.0700 -0.3409 3.5160
H -4.7302 0.5413 1.6585
H -4.7974 0.4218 -1.0092
H -5.2728 2.6306 -1.9635
H -3.5342 4.3903 -1.9882
H -1.2929 3.9207 -1.0513
H -0.8268 1.7277 -0.0606
H 1.3451 -1.3596 -5.0087
H 0.3430 -3.0107 -6.5372
H -1.4618 -4.4769 -5.7763
H 3.6467 -0.6753 -3.6957
H 5.3249 -2.4530 -3.7786
H 5.0547 -4.5044 -2.4302
H 3.0701 -4.7662 -0.9741
H 1.3456 -2.9945 -0.9167
H 2.6503 0.8695 -4.3231
H 1.9793 2.6025 -5.9031
H -0.3515 3.4222 -5.9561
H -2.0363 2.4197 -4.4417
H -1.3643 0.6560 -2.8608
C -2.9732 3.0822 2.6050
C -2.8364 2.3442 3.9081
C -3.7266 2.6477 4.9317
C -3.7203 1.9565 6.1317
C -2.8309 0.9138 6.3085
C -1.9201 0.6068 5.3092
C -1.8707 1.3372 4.1237
P -0.4549 1.1002 2.9575
C 0.7108 0.1440 4.0297
C 1.1333 0.7453 5.2205
C 2.0342 0.1228 6.0606
C 2.5451 -1.1221 5.7151
C 2.1440 -1.7194 4.5368
C 1.2265 -1.1078 3.6806
C 0.8608 -1.8554 2.4218
C 0.2734 2.7735 3.1266
C -0.1391 3.7851 3.9867
C 0.4464 5.0398 3.9193
C 1.4439 5.2885 2.9861
C 1.8956 4.2655 2.1703
C 1.3357 2.9892 2.2519
C 1.9107 1.8414 1.5249
H -3.6301 3.9442 2.7166
H -3.4091 2.4211 1.8565
H -2.0190 3.4323 2.2185
H -4.4430 3.4459 4.7754
H -4.4179 2.2210 6.9162
H -2.8298 0.3395 7.2261
H -1.2135 -0.1927 5.4800
H 0.7435 1.7184 5.4883
H 2.3388 0.6072 6.9789
H 3.2530 -1.6229 6.3622
H 2.5469 -2.6868 4.2578
H 1.7573 -2.0562 1.8292
H 0.1321 -1.3181 1.8090
H 0.4254 -2.8239 2.6730
H -0.9328 3.6123 4.7028
H 0.1185 5.8213 4.5922
H 1.8825 6.2754 2.9125
H 2.7114 4.4426 1.4780
H 2.1580 1.0291 2.2262
H 2.8460 2.1702 1.0883
C 7.6126 0.2964 0.0194
C 6.9633 -0.9275 -0.0389
C 5.5802 -0.9772 -0.0883
C 4.8165 0.1918 -0.1178
C 5.4816 1.4159 -0.0032
C 6.8633 1.4652 0.0601
C 3.3516 0.0688 -0.1895
C 2.4262 0.9336 -0.6504
C 2.7008 2.1800 -1.3891
C 3.7745 2.3048 -2.2787
C 4.0029 3.4849 -2.9626
C 3.1533 4.5701 -2.7972
C 2.0722 4.4607 -1.9362
C 1.8515 3.2808 -1.2434
H 8.6932 0.3418 0.0530
H 7.5342 -1.8476 -0.0381
H 5.0777 -1.9357 -0.1159
H 4.9183 2.3375 0.0464
H 7.3634 2.4216 0.1458
H 2.9869 -0.8593 0.2610
H 4.4457 1.4676 -2.4195
H 4.8499 3.5571 -3.6342
H 3.3325 5.4926 -3.3338
H 1.4078 5.3048 -1.7960
H 1.0229 3.2235 -0.5444